The molecule C2H3NOS2. Source: the OMol25 dataset; level of theory: the ωB97M-V functional and the def2-TZVPD basis.

Structure (XYZ):
```
9
Properties=species:S:1:pos:R:3:forces:R:3
C -0.94918 -0.96247 0.23810 -3.0 -1.7 -0.7
C 0.96763 0.06244 -0.53107 1.6 1.2 -1.6
N -0.66939 -1.48507 1.32780 2.0 0.5 -1.0
O -0.37896 -0.40142 -0.79680 1.4 1.2 -0.5
S 1.99149 -1.24158 0.04765 -1.7 0.0 1.0
S 1.00747 1.64071 0.43888 -1.5 1.3 -4.4
H -2.01295 -1.13500 -0.20399 0.9 0.2 1.5
H 1.35435 0.39009 -1.58417 -0.9 -0.7 1.7
H 1.34476 1.18120 1.51226 1.2 -2.0 4.0
```
Forces are in eV/Å.

Properties
- Molar mass: 121.19 g/mol
- E: -1004.19948 a.u.
- Charge: 0
- Kohn-Sham gap (alpha / beta): 6.091 / 6.107 eV
- HOMO (alpha / beta): -9.290 / -9.305 eV

A cluster of 14 separate species, C4H38NO13S2 in total. Source: the OMol25 dataset; level of theory: the ωB97M-V functional and the def2-TZVPD basis.

Structure (XYZ):
```
58
Properties=species:S:1:pos:R:3:forces:R:3
N 2.38531 0.29110 0.62730 -1.2 0.9 -0.4
C 1.38549 1.15633 1.31059 -0.2 0.2 0.7
C 1.94396 2.49217 1.72394 -0.2 0.2 -0.3
S 2.44701 3.58455 0.32337 -0.9 1.3 -0.1
S 0.73955 4.42586 -0.52055 1.4 -1.0 0.1
C -0.02290 3.07860 -1.46472 -0.3 -1.0 0.4
C -1.51347 3.07492 -1.31234 -2.1 0.8 -0.2
H 2.81964 0.78696 -0.23796 0.4 -1.0 1.2
H 3.01239 -0.01193 1.36655 0.7 -0.1 -0.4
H 1.99618 -0.57039 0.19704 -0.1 0.2 0.5
H 1.05009 0.67862 2.22787 0.0 -0.3 0.0
H 0.49242 1.37560 0.73596 0.2 -0.6 -0.4
H 2.84527 2.52983 2.33827 0.2 -0.3 -0.1
H 1.17062 2.99816 2.30227 0.0 0.2 -0.1
H 0.27536 3.20659 -2.51064 0.1 0.5 0.1
H 0.38452 2.09921 -1.19436 0.2 0.2 0.2
H -1.99977 4.04189 -1.51168 0.5 0.1 -0.2
H -1.96350 2.82932 -0.34600 0.8 -0.4 0.2
H -2.01206 2.42105 -2.03154 0.4 -0.2 0.0
H -0.10060 -1.13002 -0.20125 -0.4 -0.2 0.1
H -0.70568 -0.44583 -1.49136 0.3 0.1 1.4
O -0.11272 -0.29525 -0.69433 0.2 0.0 -1.1
H -2.69512 -0.35932 -0.86334 -0.1 0.3 -0.2
H -2.55725 -1.57860 -1.73627 -0.3 0.7 -0.2
O -2.48316 -0.59540 -1.77729 -0.1 -0.8 -0.1
H -0.54435 -1.60710 -5.01227 -0.1 0.8 1.1
H -1.35665 -0.68441 -4.01136 0.1 -0.2 -0.2
O -0.48968 -1.08671 -4.16962 -0.1 -0.6 -0.8
H -4.24824 0.52273 1.65168 -0.1 -0.5 -0.1
H -3.06056 -0.43229 1.04527 -0.9 0.2 1.1
O -3.33578 0.47203 1.36269 1.2 0.3 -0.8
H 0.43719 -1.54278 3.58747 1.0 -0.6 -0.1
H 1.27884 -2.92441 3.51260 0.0 0.4 0.4
O 1.17960 -2.04348 3.12634 -0.9 0.3 0.0
H 2.12845 -1.74973 -1.50250 0.0 -0.7 0.6
H 3.03243 -2.82422 -0.84334 -1.2 0.7 0.3
O 2.17848 -2.32834 -0.70585 1.2 0.1 -1.1
H -1.58891 -3.42495 -1.65223 1.0 0.0 -0.4
H -2.69078 -4.18917 -1.06219 -0.8 -0.9 0.1
O -2.40534 -3.29474 -1.18933 -0.2 0.3 -0.1
H 4.59256 0.86139 -1.69755 -0.5 -0.4 -0.2
H 3.21150 0.30524 -2.31628 0.5 0.1 0.2
O 3.77697 0.36815 -1.49865 0.0 0.5 -0.6
H -1.16703 -0.30623 4.93952 0.3 0.0 -0.3
H -0.78474 0.59407 3.72275 -0.1 -0.2 0.4
O -0.49482 -0.18387 4.25025 -0.2 -0.1 0.1
H -2.04695 2.33463 3.27844 -0.6 0.2 0.1
H -1.77675 1.33574 2.09646 -0.3 0.9 1.0
O -1.34272 1.92066 2.78782 0.5 -0.9 -1.4
H 1.92042 0.41594 -4.37821 0.0 0.3 -0.8
H 1.13098 -0.44306 -3.40124 -0.1 0.0 -0.4
O 1.99248 -0.01389 -3.53817 0.1 -0.3 1.2
H -1.69622 -2.15145 1.66851 -0.8 -0.2 -0.6
H -2.65778 -2.73499 0.57096 0.5 0.3 0.4
O -2.59880 -2.09191 1.30210 -0.1 0.3 0.2
H 0.23501 -2.91829 1.78007 0.5 0.0 -1.4
H 0.53839 -3.23418 0.18013 0.1 0.1 1.1
O -0.12878 -3.00443 0.85619 0.0 0.0 0.0
```
Forces are in eV/Å.

Properties
- Molar mass: 372.48 g/mol
- E: -2003.88836 a.u.
- Charge: +2
- Kohn-Sham gap (alpha / beta): 9.483 / 5.709 eV
- HOMO (alpha / beta): -16.161 / -16.161 eV
- Multiplicity: 2

The molecule C2H5N3O. Source: the OMol25 dataset; level of theory: the ωB97M-V functional and the def2-TZVPD basis.

Structure (XYZ):
```
11
Properties=species:S:1:pos:R:3:forces:R:3
N -1.04383 -1.56575 -0.86834 1.0 -4.4 -0.7
N -0.66820 -0.33094 -0.53086 -3.6 -2.8 3.5
N 0.11048 0.40916 -1.20820 1.3 1.1 -1.1
C 0.75384 1.17036 -0.42484 -1.1 -1.1 0.4
C 0.56264 0.82224 1.03332 -0.3 1.6 0.2
O -0.22506 -0.30807 0.97961 0.2 -1.0 -1.2
H -0.36710 -2.40425 -0.75516 0.1 2.3 -0.5
H -1.80663 -2.07537 -0.38136 -0.2 2.4 -0.1
H 1.14549 2.00946 -0.84106 1.7 2.2 -0.8
H 1.61105 0.70962 1.36605 -0.6 -0.2 0.9
H -0.07269 1.56354 1.63085 1.4 -0.2 -0.7
```
Forces are in eV/Å.

Properties
- SMILES: NN1N=CCO1
- Molar mass: 87.08 g/mol
- E: -318.54627 a.u.
- Charge: 0
- Kohn-Sham gap: 9.392 eV
- HOMO: -8.343 eV